# 1
11
Properties=species:S:1:pos:R:3:forces:R:3:lowdin_charge:R:1 method="wB97M-V/def2-TZVPD" gap_ev=7.83 lumo_energy_ev=-0.4 homo_ev=-8.2
Tl 1.677220 -0.150337 1.007133 -0.58 -0.12 -0.08 0.89
F -2.986369 -0.585180 1.423399 -0.03 -0.05 -0.02 0.13
C -0.712020 -1.114148 1.327546 1.48 0.02 0.65 -0.39
F -0.498600 -0.563173 2.640446 -0.42 -0.08 -0.13 -0.16
H 0.390816 2.286196 -3.165058 -0.01 -0.01 0.01 0.09
C -2.134444 -1.623133 1.354200 -0.16 0.14 -0.16 -0.63
F -2.393669 -2.301738 0.222942 -0.04 0.02 0.03 0.13
C 0.684217 1.147949 -1.357008 0.15 0.21 -0.25 -0.12
F 0.078851 -2.314279 1.429954 -0.31 -0.09 -0.10 -0.17
N 0.561503 1.769666 -2.327363 -0.11 -0.09 0.08 0.10
F -2.422327 -2.441038 2.381532 0.04 0.04 -0.03 0.14


# 2
14
Properties=species:S:1:pos:R:3:forces:R:3:lowdin_charge:R:1 method="wB97M-V/def2-TZVPD" gap_ev="6.57 / 7.60" lumo_energy_ev="-1.0 / -0.3" homo_ev="-7.5 / -7.9"
Br -0.184754 -0.313462 -1.920748 0.39 0.11 -0.04 0.82
C 1.043097 0.126545 -0.557838 -0.51 -1.35 -0.09 -1.09
H -0.947072 1.158269 0.185308 2.45 0.99 -0.35 0.00
H 2.391286 0.682849 -1.949287 0.86 0.51 -0.90 0.04
C 2.196913 0.990749 -0.952889 -2.13 0.69 2.41 -0.19
H 2.946141 0.723941 -0.193761 0.42 0.65 -0.63 0.07
H -2.592835 1.116481 0.289498 -2.32 0.45 -0.14 0.04
S 1.077595 -0.818395 0.853911 -0.79 -0.13 -0.27 0.96
C -1.741394 0.539486 0.343780 -1.07 -0.76 0.98 -0.13
C -1.651287 -0.686856 0.882973 -1.92 -0.49 -0.37 -0.84
C -0.544090 -1.410572 1.171769 3.15 1.96 -0.82 -0.50
H 1.762096 2.045360 -0.783875 1.46 -1.14 -0.76 0.11
Br -3.259906 -1.775907 1.133454 0.29 0.65 -0.05 0.68
H -0.495787 -2.378488 1.497703 -0.30 -2.13 1.03 0.01


# 3
39
Properties=species:S:1:pos:R:3:forces:R:3:lowdin_charge:R:1 method="wB97M-V/def2-TZVPD" gap_ev=5.14 lumo_energy_ev=-3.7 total_charge=+1 homo_ev=-8.8
H 1.754152 -1.327816 5.770745 -0.13 0.32 0.07 0.07
H 1.243992 -0.849186 -7.047535 -0.11 -0.21 0.17 0.07
H 0.877462 -0.077856 -3.581535 -0.05 0.13 0.13 0.09
H -4.144468 2.201894 1.475565 -0.61 -0.65 0.38 0.13
C 2.230402 -3.760916 4.757965 0.39 -0.13 1.31 -0.04
H -3.244958 0.005274 0.284985 0.54 0.46 0.28 0.08
H 1.159302 2.203904 -6.304365 -0.18 -0.16 -0.22 0.07
H -6.229748 2.486554 0.250095 -0.05 0.41 -0.11 0.08
C 0.288422 -0.376856 -6.819755 -0.22 0.65 1.56 -0.05
O 3.964642 -2.106596 4.712375 1.73 0.72 -1.34 -0.06
H -4.126098 0.463634 -1.109995 -0.35 0.28 -0.04 0.09
H 1.626082 -3.155146 4.082745 0.09 0.00 -0.09 0.08
H -0.597838 0.892844 -5.280605 -0.45 -0.44 0.36 0.12
H -5.343738 2.764454 -1.301625 -0.07 -0.42 0.00 0.08
H 2.415042 1.172944 -5.659755 -0.03 -0.28 0.11 0.07
H -0.544048 -1.080476 -6.816815 0.24 -0.22 -0.11 0.07
H -5.053138 3.886334 -0.036225 -0.57 0.11 0.37 0.07
Rb 7.144322 -0.566566 -0.662065 -0.37 -0.03 0.06 0.96
Rb 2.023852 4.902774 3.270995 -0.11 -0.32 -0.20 0.96
H 3.350302 -1.575376 4.200525 0.02 0.15 -0.30 0.09
H 1.347222 2.130174 -4.605955 0.13 -0.15 0.30 0.07
H -4.900258 0.018834 0.449395 -0.49 0.13 -0.33 0.08
H 3.888342 -3.440396 6.200815 0.02 -0.08 -0.09 0.13
C 3.212732 -2.847176 5.584585 -2.05 -0.28 0.69 -0.50
C -5.310348 2.842304 -0.214915 1.73 -0.45 0.27 -0.04
H 1.559812 -4.327546 5.403975 -0.25 0.31 0.29 0.07
C -4.107098 0.594224 -0.028015 -0.47 -1.38 0.47 -0.07
C 1.389902 1.506604 -5.498955 -0.42 -0.07 0.07 -0.08
O -2.900348 2.586734 0.026385 1.30 1.30 -0.96 -0.06
H 2.731412 -4.570656 4.227485 0.40 0.44 -0.32 0.07
C 0.340322 0.354234 -5.414255 1.50 0.90 -1.97 -0.47
C 2.442732 -1.811436 6.463615 -0.37 -1.34 -0.49 -0.05
H 3.081972 -1.062056 6.930415 0.12 -0.25 -0.05 0.07
H -2.227228 1.904164 0.077515 0.11 0.00 -0.03 0.09
H 1.826582 -2.331086 7.197385 0.04 0.16 0.23 0.07
H 0.102132 0.363184 -7.598045 -0.08 0.07 0.08 0.07
O 0.666292 -0.556146 -4.386665 -0.31 -0.25 -0.42 -0.04
C -4.116208 2.030564 0.399485 -0.99 0.21 -0.28 -0.52
F 2.178102 0.511664 0.600045 0.38 0.33 0.16 -0.94


# 4
5
Properties=species:S:1:pos:R:3:forces:R:3:lowdin_charge:R:1 method="wB97M-V/def2-TZVPD" gap_ev=6.26 lumo_energy_ev=-8.3 total_charge=+1 homo_ev=-14.5
O -0.218171 0.038309 0.761513 -3.09 3.86 3.53 -0.35
O 0.305642 -1.615571 -0.405698 -1.38 -1.86 0.84 0.16
N 0.297077 -0.439970 -0.291140 5.28 -1.85 -5.88 -0.57
O 0.972282 0.229427 -1.119369 -2.15 1.47 2.06 0.04
Sn -1.356831 1.787805 1.054694 1.34 -1.63 -0.55 1.72


So what do the calculations give for relative energy (zero: lowest compared OMol25 entry of this formula, charge and spin)? Going down the list: 0.567, 2.657, 4.881, 0.459 eV.
So what do the calculations give for max |F|? Going down the list: 0.031, 0.074, 0.051, 0.158 Eh/bohr.